[1]
Molecular formula: C21H20N3O5SV
Method: DFT, ωB97M-V/def2-TZVPD

Atoms and positions in Å:
V: -0.026939 -0.552933 -0.637869
S: -1.892739 -2.317133 -1.194069
O: -1.452639 0.483667 -1.477769
O: 1.245761 -0.778633 -1.926069
O: 1.417161 -2.296033 0.441931
O: 3.208561 -1.957233 -3.342069
O: -0.823439 -0.445333 1.106931
N: 0.168961 1.591967 1.063731
N: 0.771561 1.041567 0.005931
N: -2.512739 0.194467 -0.764969
C: -4.068139 -1.341433 0.149731
C: 4.469961 1.507267 -3.047669
C: -2.900839 -1.108133 -0.580869
C: -4.738039 -0.305933 0.772331
C: 2.497761 1.236567 -1.662669
C: -3.157639 1.210367 -0.162469
C: -2.262039 0.228867 3.445331
C: 1.705561 1.733467 -0.599269
C: 2.290161 -0.079933 -2.198569
C: -3.038039 0.628667 4.511431
C: -1.490039 1.158467 2.737831
C: -0.691739 0.740367 1.595231
C: -4.259439 0.994067 0.626931
C: 3.326061 -0.610533 -3.022669
C: 3.564161 2.014167 -2.153169
C: -2.316939 2.891967 4.193131
C: -1.530039 2.500667 3.133631
C: 1.507861 -3.334933 -0.523269
C: -3.077939 1.962967 4.890531
C: 4.379961 0.172567 -3.446569
C: 4.403861 -2.635733 -3.608069
H: -2.342139 3.931267 4.491431
H: -4.719139 1.826367 1.134531
H: 4.827061 -2.366833 -4.583469
H: 4.150961 -3.696033 -3.616269
H: 5.152761 -0.239233 -4.079469
H: 1.940361 2.721567 -0.198469
H: -0.930539 3.212767 2.589131
H: 1.902861 -2.889833 -1.436669
H: 3.675461 3.028367 -1.792469
H: 5.161261 -2.436833 -2.837469
H: -3.619039 -0.100233 5.060431
H: 5.283961 2.113167 -3.420769
H: 0.525761 -3.760833 -0.746069
H: 0.731461 -2.537333 1.080931
H: -2.232239 -0.807633 3.142131
H: -3.694639 2.275867 5.722031
H: 2.183861 -4.125133 -0.165969
H: -4.393639 -2.362933 0.267631
H: -5.603739 -0.498833 1.387031
H: -2.718639 2.184167 -0.324769

Forces on atoms 1 to 3 (eV/Å):
V 1.416 -1.267 0.205
S 0.343 -0.600 -0.220
O -0.585 0.539 -0.848

- Multiplicity: 2
- Total charge: -1
- LUMO energy (spin up / spin down): 2.8 / 2.8 eV

Here are the Mulliken charges for atoms 1 to 2, given in e:
1 V 0.19
2 S -0.54


[2]
Molecular formula: C4H26BO21
Method: DFT, ωB97M-V/def2-TZVPD

Atoms and positions in Å:
O: 1.570011 2.521633 -5.322503
O: 1.888454 0.727649 2.533153
O: -1.357177 -1.228782 -2.867295
O: -0.772933 -1.319030 6.152478
O: 1.585206 2.747386 -1.704796
O: 0.668143 1.754757 0.044644
O: -3.944482 -1.334530 3.852601
O: -0.904328 2.096182 -2.887020
O: -1.022254 -1.726113 1.940010
O: 4.049063 2.116152 -2.816015
O: -2.951297 0.152029 -4.828363
O: 0.893608 -2.823842 0.107215
O: -2.249708 0.559888 3.133798
O: -3.394575 -1.406416 -1.066571
O: 3.994387 2.112535 0.933560
O: 1.376937 -0.788624 -1.867931
O: -1.316013 1.557140 1.469751
O: 3.212397 -0.665063 0.478452
O: -1.002243 -3.213268 4.128748
O: -0.576402 -0.331359 0.387294
O: -1.363890 1.374430 -0.977282
C: -0.619467 2.038667 -1.722816
C: 0.643861 2.252830 -1.115239
C: -1.136952 -0.610164 1.466142
C: -1.594093 0.522679 2.134981
B: -0.625627 1.089145 0.240534
H: -0.716026 -2.150450 5.604106
H: -1.306466 -4.051663 3.833249
H: 2.319646 -0.091527 2.649732
H: 1.482118 -2.457030 0.802853
H: -2.149911 0.574724 -5.073186
H: 3.795904 1.527745 -3.488713
H: 1.613925 0.808269 3.401867
H: -3.184462 0.675988 -4.018692
H: -2.773055 -0.743068 -1.520943
H: 0.099389 -2.346209 0.263668
H: 3.883820 -0.882941 1.125895
H: 1.179860 -1.496656 -1.254000
H: -1.042341 -0.555922 5.636400
H: 3.169423 2.329623 -2.455281
H: 1.073402 3.089011 -4.773592
H: -3.365335 -0.595985 3.657126
H: 3.511497 2.731667 0.453367
H: 3.359179 1.655423 1.448043
H: 0.979688 1.778382 -5.507730
H: -0.868053 -0.440733 -2.854236
H: 2.652032 -0.101196 0.929318
H: 2.043669 -0.212028 -1.487879
H: -4.055287 -1.612108 2.921641
H: -1.802885 -1.221540 -3.732498
H: -1.007869 -2.596314 3.386839
H: -3.942487 -1.791369 -1.774885

Forces on atoms 1 to 3 (eV/Å):
O 0.720 -1.268 -1.274
O 0.141 0.490 -2.059
O -1.272 -1.687 -0.566

- Multiplicity: 1
- Total charge: -1
- LUMO energy: 1.8 eV

Here are the Mulliken charges for atoms 1 to 2, given in e:
1 O -0.60
2 O -0.62


[3]
Molecular formula: C17H21NO5S
Method: DFT, ωB97M-V/def2-TZVPD

Atoms and positions in Å:
S: -3.651455 0.324801 0.393536
O: -4.779626 -0.368382 -0.163815
O: 1.728037 -3.220010 -0.568061
O: -0.850331 -1.481322 1.166218
O: -3.857001 1.682762 0.821250
O: -0.910530 1.389666 0.739855
N: 1.790976 -1.407150 0.798688
C: -2.475380 -2.846403 0.493700
C: -3.030042 -0.690160 1.817156
C: -1.252714 -3.322982 -0.024658
C: -0.099170 0.853777 -1.469953
C: 3.482101 0.198046 -0.017520
C: -2.176162 -1.720432 1.213698
C: -0.917108 2.808003 0.814769
C: -2.526045 -0.377008 -2.021186
C: 3.351092 2.716444 0.126882
C: -0.299828 0.211519 -2.678910
C: -2.323148 0.265653 -0.816695
C: 3.010172 1.395346 0.807408
C: -1.110576 0.869418 -0.514675
C: 3.201850 -1.140508 0.668717
C: -1.507091 -0.409887 -2.957469
C: -0.285457 -2.453768 0.408128
C: 1.166019 -2.416666 0.152065
H: -3.914550 -1.088974 2.302634
H: -0.569745 3.056466 1.815781
H: 1.930590 1.338957 0.962518
H: -1.934506 3.182879 0.673858
H: 3.487726 1.364340 1.789602
H: 1.232406 -0.767658 1.341562
H: 2.891323 2.775828 -0.858054
H: 4.558079 0.279191 -0.183719
H: -3.485836 -0.836266 -2.197319
H: -1.092413 -4.186320 -0.635994
H: -1.652304 -0.916507 -3.898376
H: 0.497212 0.188643 -3.406615
H: -2.470271 -0.022104 2.463231
H: 4.427125 2.814095 0.001238
H: 2.998113 3.556418 0.720865
H: -0.248430 3.250271 0.070890
H: 0.843994 1.328864 -1.249950
H: -3.449052 -3.268160 0.354756
H: 3.664875 -1.151165 1.661955
H: 3.613992 -1.960390 0.075842
H: 2.993104 0.200844 -0.993818

Forces on atoms 1 to 3 (eV/Å):
S -0.112 0.224 0.260
O 0.028 -0.440 -0.168
O -0.147 -0.176 -0.112

- SMILES: CCCCNC(=O)c1ccc(CS(=O)(=O)c2ccccc2OC)o1
- Multiplicity: 1
- LUMO energy: 0.5 eV

Here are the Mulliken charges for atoms 1 to 2, given in e:
1 S 1.36
2 O -0.72


[4]
Molecular formula: C4H7NS
Method: DFT, ωB97M-V/def2-TZVPD

Atoms and positions in Å:
S: 0.030548 0.559895 -0.070785
N: -3.195618 -0.441039 -0.302311
C: 1.456348 1.706095 -0.033185
C: -3.146349 0.702169 -0.232909
C: 0.823698 -2.120896 -0.183089
C: 0.456738 -1.103558 0.565512
H: 0.196480 -1.300142 1.590593
H: 0.774740 -3.221863 0.101800
H: -3.204786 1.701678 -0.044438
H: 1.955249 1.355408 0.840810
H: 1.103206 -1.999254 -1.211056
H: 1.840852 1.558857 -1.000091
H: 0.908892 2.602653 -0.020849

Forces on atoms 1 to 3 (eV/Å):
S -0.728 -1.237 0.090
N 0.032 0.264 -0.192
C -1.605 -2.276 0.021

- SMILES: C=CSC.C#N
- Multiplicity: 1
- LUMO energy: 0.7 eV

Here are the Mulliken charges for atoms 1 to 2, given in e:
1 S -0.09
2 N -0.35


[5]
Molecular formula: C6H13NO
Method: DFT, ωB97M-V/def2-TZVPD

Atoms and positions in Å:
O: 2.447982 -0.680437 0.470108
N: -1.144552 -0.900255 0.185963
C: -0.001066 0.419589 -1.520751
C: 0.783569 1.374824 -2.014215
C: -0.249105 1.243491 0.801012
C: -0.802302 -2.169112 -0.468138
C: -0.830530 1.228802 2.163075
C: -0.403970 0.274891 -0.102414
H: 2.310851 -1.448863 -0.094952
H: -1.145870 0.257177 2.528265
H: 1.969674 -0.003894 -0.022120
H: -0.839761 -2.088466 -1.555279
H: 1.191607 1.466109 -3.012791
H: -1.037151 -1.096440 1.171570
H: -0.071866 1.635836 2.833183
H: 0.159632 -2.565081 -0.151391
H: -1.584595 -2.880441 -0.209421
H: -0.306541 -0.320944 -2.228408
H: 1.099187 2.203610 -1.381419
H: 0.168433 2.181015 0.468933
H: -1.713630 1.868580 2.139197

Forces on atoms 1 to 3 (eV/Å):
O 0.015 -0.243 -0.260
N 0.636 -0.389 0.217
C 0.740 0.475 -0.310

- SMILES: C=C/C(=C/C)NC.O
- Multiplicity: 1
- LUMO energy: 0.9 eV

Here are the Mulliken charges for atoms 1 to 2, given in e:
1 O -0.66
2 N -0.38


[6]
Molecular formula: C3H8O2
Method: DFT, ωB97M-V/def2-TZVPD

Atoms and positions in Å:
O: -0.050049 2.107033 -0.982123
O: 0.552304 -2.079363 1.393373
C: -0.725220 0.195688 0.799753
C: 0.428501 0.113979 -0.190983
C: 0.176660 0.934276 -1.516413
H: -1.650970 -0.172124 0.355355
H: 0.618377 -0.954846 -0.432582
H: 1.349164 0.526124 0.202723
H: -0.483495 -0.409199 1.660445
H: 1.141762 0.818706 -2.089739
H: -0.613045 0.511555 -2.149613
H: -0.901307 1.241394 1.108489
H: 0.157318 -2.833224 1.841316

Forces on atoms 1 to 3 (eV/Å):
O 0.645 -1.639 -0.572
O 0.228 0.933 0.133
C 0.039 1.598 -0.971

- Multiplicity: 1
- LUMO energy: -4.7 eV

Here are the Mulliken charges for atoms 1 to 2, given in e:
1 O -0.33
2 O -0.65


[7]
Molecular formula: C5H4I3N3
Method: DFT, ωB97M-V/def2-TZVPD

Atoms and positions in Å:
I: 2.053189 2.400926 -0.736856
I: 3.583973 0.101203 1.573732
I: 1.477751 -2.732046 -0.631481
N: 0.231716 -0.196327 -1.657285
N: -1.930703 -0.297893 -1.185948
N: -0.943659 0.381590 -1.720356
C: 0.661314 0.841093 1.404318
C: -1.372770 -1.404832 -0.732379
C: -0.002682 -1.334612 -1.028632
C: -0.521838 0.731992 1.921363
C: 1.822126 1.032305 0.872274
H: -1.071984 1.280812 -2.158578
H: -1.919952 -2.180344 -0.240046
H: -0.835179 1.390141 2.716055
H: -1.231296 -0.014012 1.603817

Forces on atoms 1 to 3 (eV/Å):
I 0.044 -0.217 0.520
I -0.454 0.235 -0.103
I -0.273 0.276 -0.092

- Multiplicity: 1
- LUMO energy: -0.1 eV

Here are the Mulliken charges for atoms 1 to 2, given in e:
1 I 0.08
2 I 0.14


[8]
Molecular formula: C5H12O2
Method: DFT, ωB97M-V/def2-TZVPD

Atoms and positions in Å:
O: -0.368736 0.072945 2.059911
O: 1.145807 0.394197 -1.792520
C: -1.094640 -0.915026 2.943076
C: -0.190118 -0.402714 0.759642
C: 0.729452 -0.428916 -2.936692
C: -0.044342 1.174875 -1.344460
C: -0.862072 0.533144 -0.204590
H: 0.375866 2.162835 -1.180912
H: -1.529989 -0.329977 3.797891
H: -0.693341 -1.336788 0.674484
H: 1.215934 -1.404485 -2.869556
H: -1.879428 0.006503 -0.558218
H: 0.881318 -0.482563 0.534128
H: -0.241748 -0.742266 -2.911558
H: -1.208503 1.513364 0.357738
H: 1.016275 -0.000552 -3.920997
H: -1.792984 -1.616238 2.465345
H: -0.444031 -1.533678 3.547210
H: -0.696123 1.440444 -2.163623

Forces on atoms 1 to 3 (eV/Å):
O -1.565 -1.896 2.618
O -2.747 -0.239 -1.282
C 0.789 1.907 0.884

- SMILES: COCCCOC
- Multiplicity: 1
- LUMO energy: 1.0 eV

Here are the Mulliken charges for atoms 1 to 2, given in e:
1 O -0.39
2 O -0.40


[9]
Molecular formula: C11H20F6N2O7PS2
Method: DFT, ωB97M-V/def2-TZVPD

Atoms and positions in Å:
S: 1.469318 5.916790 2.037903
S: 0.714128 3.389805 1.221902
P: -2.000164 -2.417356 -2.068023
F: -0.644040 1.692598 -0.198249
F: 0.965246 7.627535 0.076053
F: -0.251716 3.550142 -1.238580
F: 1.370168 8.521619 2.009491
F: -0.548922 7.586555 1.629055
F: -1.773802 3.477641 0.306664
O: 2.858465 5.961172 1.676945
O: -3.056324 -0.546988 -0.456969
O: 0.221392 2.786797 2.430738
O: 1.921395 2.846943 0.664591
O: 0.852896 -5.489443 1.178846
O: 1.161353 -0.741445 -0.747281
O: 1.141321 5.914577 3.435823
N: 0.582148 4.959167 1.146246
N: 1.250098 -5.565330 -1.034257
C: 0.809225 -1.350694 -1.974385
C: 0.572582 -5.092558 0.077742
C: -0.566142 3.022088 -0.050456
C: -2.852632 -1.937918 -0.475482
C: 2.349566 -1.241698 -0.148022
C: -3.663599 -0.083420 0.743525
C: 2.661689 -0.421112 1.100774
C: -1.187923 -3.999036 -1.535386
C: 0.764319 7.494744 1.391795
C: -0.678846 -1.105359 -2.275976
C: -0.592966 -4.140112 -0.127711
H: -4.483390 0.591205 0.484732
H: -0.970174 -0.230300 -1.689252
H: -0.272765 -3.168347 0.263193
H: -4.071385 -0.914248 1.330325
H: -0.772110 -0.818492 -3.327457
H: -2.311005 -2.265225 0.420087
H: -1.356022 -4.517436 0.557411
H: 3.188696 -1.209587 -0.860985
H: 2.193864 -2.292476 0.105016
H: -2.931791 0.447252 1.355374
H: 1.415765 -0.894641 -2.771595
H: 2.146968 -5.942920 -0.744985
H: -0.456850 -4.249023 -2.308804
H: 3.578226 0.157307 0.990447
H: -1.979807 -4.745482 -1.665329
H: 1.843295 0.267823 1.311041
H: 1.072244 -2.416936 -1.963216
H: -3.828406 -2.451845 -0.482450
H: 1.378309 -4.874402 -1.762446
H: 2.768105 -1.087933 1.961574

Forces on atoms 1 to 3 (eV/Å):
S -0.153 -0.014 -0.145
S -0.168 0.066 -0.161
P -0.085 0.321 -0.103

- Multiplicity: 1
- Total charge: -1
- LUMO energy: 2.3 eV

Here are the Mulliken charges for atoms 1 to 2, given in e:
1 S 0.99
2 S 0.91


[10]
Molecular formula: C3H9N5
Method: DFT, ωB97M-V/def2-TZVPD

Atoms and positions in Å:
N: 0.577785 1.249567 0.868056
N: 0.397536 0.870327 -0.924757
N: -0.701692 1.508433 -1.422471
N: -0.943038 -1.202795 -1.078966
N: -0.319338 -0.714628 2.235720
C: 0.276759 -0.286940 1.151745
C: 1.266163 -1.031556 0.307675
C: 0.092875 -0.479501 -0.469227
H: -1.184874 -0.200701 2.406418
H: 1.221311 -2.099156 0.483134
H: -1.683024 -1.426323 -0.421594
H: -0.443823 2.111795 -2.190411
H: -0.201663 1.859523 1.103015
H: -0.649163 -2.049227 -1.550019
H: 2.251218 -0.620607 0.101669
H: -1.456439 0.862181 -1.650384
H: 1.499407 1.649608 1.050397

Forces on atoms 1 to 3 (eV/Å):
N -0.090 -0.365 -0.800
N -0.487 0.068 0.335
N 0.445 -0.468 0.112

- Multiplicity: 1
- LUMO energy (spin up / spin down): 0.6 / 0.6 eV

Here are the Mulliken charges for atoms 1 to 2, given in e:
1 N -0.36
2 N -0.09


[11]
Molecular formula: C5H12N2O
Method: DFT, ωB97M-V/def2-TZVPD

Atoms and positions in Å:
O: -0.002454 2.841849 0.692623
N: 0.609305 -2.585729 -0.088256
N: -1.015567 -0.502735 1.029317
C: 1.893796 -2.051714 0.313993
C: -0.378185 0.664292 1.451510
C: -0.790997 1.921509 0.930748
C: -0.614132 -0.378404 -2.126991
C: -0.189225 0.873226 -2.028188
H: 0.550934 -3.586784 -0.235289
H: 0.626922 0.553161 1.849336
H: -0.381186 -1.287179 0.721000
H: -0.288569 -1.066883 -1.336180
H: -1.839043 2.053577 0.628334
H: 2.824929 -2.598951 0.091792
H: -1.281826 -0.693424 -2.923432
H: 1.958797 -1.831110 1.410633
H: -1.740003 -0.852884 1.641615
H: -0.319275 1.640338 -2.788253
H: 0.437163 1.147766 -1.193311
H: 1.905431 -1.034020 -0.114056

Forces on atoms 1 to 3 (eV/Å):
O -0.125 0.130 0.558
N -0.304 0.343 0.013
N 0.106 0.658 0.895

- Multiplicity: 2
- Total charge: -1
- LUMO energy (spin up / spin down): 4.0 / 2.9 eV

Here are the Mulliken charges for atoms 1 to 2, given in e:
1 O -0.55
2 N -0.74


[12]
Molecular formula: C3H5ClO3
Method: DFT, ωB97M-V/def2-TZVPD

Atoms and positions in Å:
Cl: -3.076949 1.009468 -0.128759
O: -0.312210 -1.254855 -0.964106
O: 0.312142 0.421155 0.429087
O: -2.889724 -1.603035 0.225587
C: -2.343726 -0.435780 0.590025
C: -0.480303 -0.440884 -0.105538
C: 1.650331 0.440506 -0.104178
H: -2.295956 -0.331032 1.670095
H: -2.750578 -1.771450 -0.718243
H: 1.709878 1.184940 -0.899045
H: 2.318519 0.701861 0.710370
H: 1.896721 -0.541031 -0.509447

Forces on atoms 1 to 3 (eV/Å):
Cl -0.170 0.127 -0.049
O 0.499 0.254 -0.025
O 0.550 0.619 0.419

- Multiplicity: 1
- LUMO energy: 0.8 eV

Here are the Mulliken charges for atoms 1 to 2, given in e:
1 Cl -0.18
2 O -0.54


- Number 4 is which compound?
  C4H7NS